Density functional theory data (ωB97M-V/def2-TZVPD) for C22H53O20P4Tl as an isolated structure at a distorted geometry.

The geometry in XYZ format:
```
100
Properties=species:S:1:pos:R:3:forces:R:3
Tl -0.6499 -20.7275 -1.7342 -0.4307 0.2740 -0.4934
O 3.0617 -17.4387 -0.2680 0.3260 0.5890 0.8613
C 2.3131 -18.5803 0.0360 -1.6109 -2.4740 -1.1758
O 2.4074 -19.0226 1.1884 0.4889 0.8297 0.2794
O 1.6682 -19.0797 -0.9304 0.6970 1.1836 0.5473
H 3.4627 -17.3283 0.6145 0.0994 0.3427 -0.4365
C -5.2157 -20.7444 -4.5610 -0.5248 -0.2083 -0.2918
C -4.4659 -20.8089 -3.2201 0.6170 0.4472 0.2993
C -4.4952 -22.2422 -2.6824 0.1589 -0.6438 -0.0137
O -3.2111 -20.2616 -3.2142 -0.5637 -0.2317 -0.3166
H -5.1743 -19.7415 -4.9943 0.0789 0.0392 0.0523
H -6.2697 -21.0069 -4.3914 -0.1053 0.1888 0.0392
H -4.8978 -21.4631 -5.3260 0.5164 0.0394 0.1247
H -5.1339 -20.2550 -2.5238 -0.3990 0.3082 0.1822
H -4.3463 -22.2700 -1.6017 0.4221 0.0863 -0.0619
H -3.6893 -22.7815 -3.1907 0.1022 -0.0696 0.2207
H -5.4119 -22.8260 -2.8482 -0.2311 0.3085 -0.2486
P -0.6189 -22.1857 1.2816 -1.1970 -0.7565 2.4100
O -1.7292 -22.7170 0.4111 0.5319 -0.0161 1.2542
O -0.4522 -20.6325 1.1368 1.1825 -0.2082 -0.9994
O 0.7310 -22.2517 0.5455 0.8253 1.4587 -0.6634
O -0.3440 -22.4340 2.7686 -1.3181 -0.7710 -1.4032
C -3.0940 -13.6591 -2.9979 0.5301 -0.4900 0.1764
C -2.4608 -14.2753 -1.7613 0.1237 0.9844 0.1145
O -1.9452 -15.5514 -2.1124 -0.0465 -0.7801 0.6509
P -2.0333 -16.7325 -0.9752 -1.0159 0.2986 -0.6209
O -1.4407 -17.9900 -1.3871 0.2963 0.3367 -0.2595
O -1.4360 -15.9977 0.2825 -0.6602 0.2714 -0.1413
C -0.0121 -15.9106 0.4213 0.6115 -0.5234 1.7414
C 0.2559 -14.9293 1.5583 -0.1611 -0.1165 0.0206
O -3.6088 -16.7757 -0.6350 1.6155 0.2411 0.8223
C -4.4919 -17.2470 -1.6506 -1.3815 0.9764 -0.1864
C -5.8612 -16.6199 -1.3034 0.0711 -0.4882 0.5982
H -3.9517 -14.2801 -3.2556 -0.1434 0.3598 -0.3005
H -3.3332 -12.6059 -2.8553 -0.3256 -0.0818 0.1620
H -2.3450 -13.7034 -3.7908 -0.1946 -0.0948 -0.1693
H -1.6541 -13.6184 -1.4141 0.2326 -0.2284 -0.0375
H -3.1596 -14.3165 -0.9232 -0.1380 -0.2887 -0.1203
H 0.3097 -16.8968 0.7630 0.2653 -0.0278 -0.3895
H 0.5585 -15.6329 -0.4654 -0.5417 -0.0287 -0.2885
H 1.3321 -14.8001 1.6819 -0.0214 0.2385 -0.1845
H -0.2668 -13.9856 1.3883 0.3006 0.1550 -0.1441
H -0.1066 -15.2998 2.5186 -0.1304 -0.2466 -0.1407
H -4.1310 -16.8071 -2.5844 -0.1381 -0.6693 -0.2775
H -4.5812 -18.3322 -1.6665 0.5535 -0.0004 -0.1928
H -6.7165 -17.1495 -1.7276 0.2433 0.0854 -0.5161
H -6.0272 -16.7362 -0.2281 0.2250 0.0567 0.0584
H -5.9179 -15.5506 -1.5104 0.0508 -0.0253 -0.1983
C 3.4329 -17.2063 -6.7397 0.0944 -0.7519 -0.3922
C 1.9516 -17.4722 -6.9850 -0.1210 0.4994 0.3671
O 1.4683 -18.4915 -6.1026 -0.3275 0.1077 0.6179
P 0.2274 -18.1764 -5.1128 -0.2995 -0.8156 0.4722
O -0.0386 -19.2297 -4.1332 0.5652 0.2181 -0.5965
O -0.9491 -17.9411 -6.1654 0.8216 0.6007 0.0308
C -2.2973 -17.7416 -5.6948 -0.4749 0.1515 0.9461
C -2.4806 -16.3217 -5.1740 0.6495 0.3000 0.0656
O 0.5465 -16.7554 -4.4455 -0.0339 -0.2435 -1.5201
C 1.4643 -16.6680 -3.3454 -0.6416 0.9091 1.1300
C 1.5340 -15.1894 -2.9792 0.0977 0.1436 -0.2230
H 3.6124 -17.4481 -5.6920 0.3025 0.2125 -0.0260
H 4.0567 -17.8412 -7.3738 0.0259 -0.2225 0.2514
H 3.7434 -16.1899 -6.9797 -0.2853 0.1494 0.2048
H 1.4386 -16.5380 -6.7433 -0.3014 -0.1093 -0.4127
H 1.7197 -17.8335 -7.9868 0.0652 0.3757 -0.1134
H -2.9701 -17.9725 -6.5183 0.2063 0.0078 -0.1860
H -2.4983 -18.4535 -4.8845 -0.0578 -0.1737 -0.0437
H -1.8549 -16.1541 -4.2963 -0.1757 -0.2734 0.0248
H -2.1228 -15.5614 -5.8761 -0.2587 -0.1203 -0.3334
H -3.5030 -16.0852 -4.8777 -0.1005 -0.2468 -0.1843
H 0.9656 -17.1624 -2.5087 0.6221 -0.5773 0.0034
H 2.4528 -17.0731 -3.5539 -0.1970 -0.2436 -0.1760
H 2.2523 -14.9900 -2.1822 -0.1085 -0.3212 0.1805
H 1.8421 -14.5430 -3.8058 -0.1036 -0.1728 -0.2182
H 0.5328 -14.8924 -2.6620 0.0705 0.1898 0.0174
C 4.1661 -19.1278 -2.7677 0.7050 1.1315 0.5268
C 4.2701 -20.4458 -2.0029 -0.4720 1.1827 -0.8904
O 4.3553 -21.4765 -3.0264 -0.5077 -0.8307 -0.1416
P 3.0663 -22.3777 -3.2556 -0.7135 -0.7897 1.4345
O 1.8002 -21.8197 -2.7570 0.6344 -0.0157 -0.4769
O 3.0886 -22.7448 -4.7954 0.6526 -0.3189 0.1800
C 2.7415 -21.6782 -5.6686 -1.1042 0.7475 -0.7981
C 2.7239 -22.2040 -7.0944 1.1176 -0.3990 0.3001
O 3.3873 -23.8140 -2.5791 0.2486 1.0038 -0.8806
C 2.6361 -24.1424 -1.3940 0.1444 -0.4564 0.4209
C 2.9261 -25.6058 -1.1062 -0.5961 0.2181 -0.4339
H 4.0327 -18.2662 -2.1023 0.1269 -0.4202 0.3084
H 5.0957 -18.9156 -3.3069 -0.0145 -0.2392 -0.2596
H 3.3166 -18.9961 -3.4381 -0.0949 -0.8903 -0.0401
H 5.1951 -20.5344 -1.4378 -0.0573 0.1398 0.1050
H 3.3811 -20.5191 -1.3718 0.0863 -0.4359 -0.0534
H 1.7564 -21.2895 -5.3917 0.1553 0.0750 0.1750
H 3.4773 -20.8695 -5.6045 -0.0901 -0.0415 0.1923
H 3.7815 -22.4373 -7.2669 -0.1621 -0.2413 -0.5351
H 2.1511 -23.1233 -7.2079 -0.1232 0.0611 0.1636
H 2.4049 -21.4875 -7.8484 -0.1013 0.2330 0.2543
H 2.9582 -23.5213 -0.5563 -0.1877 0.2001 -0.1377
H 1.5794 -23.9860 -1.6017 0.0106 0.1292 0.2529
H 2.3388 -25.9663 -0.2615 0.0714 0.1519 0.1177
H 2.5678 -26.1384 -1.9905 0.3517 -0.3423 0.0674
H 3.9864 -25.7777 -0.9291 -0.0008 -0.0762 -0.0808
```
Forces are in eV/Å.

## Properties
Charge: -2
Highest occupied orbital energy: -1.4 eV
HOMO-LUMO gap: 3.9 eV
Lowest unoccupied orbital energy: 2.55 eV

Density functional theory data (ωB97M-V/def2-TZVPD) for C37H30N13STcTe as an isolated structure at a distorted geometry.

The geometry in XYZ format:
```
83
Properties=species:S:1:pos:R:3:forces:R:3
Tc 10.1299 10.9312 16.2452 0.2033 0.1089 -0.8155
C 8.6876 13.0060 12.8228 0.8396 -0.1643 -0.4592
C 9.5416 12.4715 13.9212 1.1350 -0.5067 -0.2269
N 8.9927 11.9876 15.0232 -0.8661 -0.3123 0.7848
N 7.5928 12.0475 15.0900 -0.4182 -0.4550 0.3082
C 7.0923 11.1916 15.9479 0.5140 -0.2128 -0.4957
N 5.7283 10.9727 16.0080 0.9633 0.8382 -0.5736
S 8.0554 10.1375 16.9409 -0.0134 -0.3068 0.4793
C 11.0026 12.3147 13.8678 -1.4424 0.9870 -0.9277
C 11.7656 12.8241 12.7858 -0.7752 -0.4913 0.4142
C 13.1108 12.7498 12.8709 0.8153 -0.4707 0.2809
C 13.7574 12.1195 13.9836 -0.4292 1.2719 -1.3719
C 12.9667 11.6802 14.9711 -1.5727 -1.0226 0.3428
N 11.6051 11.7295 14.9007 0.4553 0.0390 0.9055
H 8.0826 13.7811 13.2647 -0.3282 0.4785 -0.1969
H 8.0064 12.2365 12.4354 0.2178 0.1049 0.1171
H 9.3303 13.3816 12.0002 -0.7063 -0.0612 0.4702
H 5.2138 11.7644 15.6680 -0.5077 -0.0514 0.0443
H 5.3841 10.4468 16.7868 -0.0526 0.1223 0.2030
H 11.2264 13.1583 11.9080 0.3900 0.2739 0.0803
H 13.6857 13.1401 12.0613 0.5045 0.1065 -0.4126
H 14.8164 12.0208 14.0283 0.5585 0.0036 0.0414
H 13.3279 11.1390 15.8217 0.3183 -0.0322 0.4150
N 12.9154 8.9279 17.4593 -0.4928 1.2727 0.7145
C 12.2337 8.5000 16.3638 -1.1552 0.4105 -0.9459
N 12.5667 7.4530 15.5994 0.3098 -0.4202 -0.0429
N 11.7195 7.4078 14.5931 -0.2637 0.4452 0.3236
N 10.8726 8.4028 14.7493 0.6846 -0.0951 0.6026
N 11.1650 9.1176 15.8534 0.4028 -0.9405 0.3026
C 12.4276 9.9681 18.3048 -0.1991 -0.9314 -1.3048
N 12.9111 10.2628 19.4845 0.0113 -0.0129 -0.0174
N 12.1151 11.2712 19.9063 0.1633 0.0857 0.4877
N 11.2161 11.5477 19.0416 0.0384 -0.1653 -0.4493
N 11.3849 10.7335 17.9635 0.2402 0.1877 0.7927
H 13.5763 8.2991 17.8492 0.4584 -0.3689 0.3077
Te 10.4634 14.7130 16.6549 -0.2755 0.3178 1.1311
C 11.7760 15.3545 18.2317 1.1660 0.7384 -1.3971
C 12.8904 16.2094 17.9492 -1.1687 -0.5880 0.2433
C 13.8811 16.3238 18.9092 0.0348 0.3113 0.2467
C 13.7960 15.6677 20.1267 -0.8826 -0.5939 -0.2949
C 12.6966 14.8699 20.3890 -0.1279 -0.9814 -0.2707
C 11.7105 14.6839 19.4295 -0.2008 0.3993 -0.2300
C 8.7659 14.7196 17.9888 0.3131 0.7418 -0.8991
C 8.2161 13.5735 18.4852 -0.9414 -0.4908 1.1955
C 7.0537 13.5891 19.2838 0.1934 0.1514 -0.6248
C 6.4172 14.8024 19.4910 -0.7936 -0.5775 0.8136
C 6.9844 15.9741 19.0171 -0.2647 -0.1400 -0.0041
C 8.1334 15.9303 18.2618 0.0284 0.2651 -0.4023
H 12.9346 16.7715 17.0131 0.0700 -0.2876 0.2466
H 14.7606 16.9277 18.7851 0.1731 0.3256 -0.5091
H 14.6050 15.6936 20.8139 0.5558 0.1838 0.5184
H 12.6463 14.1475 21.1908 0.2062 0.3869 0.5621
H 10.8964 13.9867 19.5406 0.0809 -0.2187 0.4580
H 8.6474 12.6241 18.3322 0.6672 -0.9005 -0.3568
H 6.6399 12.6437 19.6616 0.2328 0.4992 -0.2119
H 5.4477 14.8147 20.0274 0.7468 0.1302 -0.2662
H 6.4913 16.9133 19.1920 -0.1118 0.2702 0.0074
H 8.4616 16.8442 17.7918 0.3441 0.1122 0.0825
C 9.8663 8.9099 13.9147 0.1047 0.4291 0.0319
C 9.6607 8.4929 12.7295 -0.2727 -0.3384 -0.2095
C 9.3065 8.2142 11.4761 0.3876 0.9281 -1.4719
C 10.0650 8.8406 10.3353 1.0284 0.4775 0.9150
C 10.1990 8.2723 9.0520 -0.1828 0.8240 0.7324
C 11.0006 8.8531 8.0718 -0.5730 0.2071 1.0058
C 11.6611 10.0341 8.3486 -0.0896 0.0377 -0.2659
C 11.5633 10.5815 9.6203 -0.2174 -0.6062 0.3955
C 10.8469 9.9919 10.6461 -0.3114 -1.5009 -0.2853
C 8.1942 7.3396 11.1315 0.0312 -0.2262 -0.0023
C 7.4775 7.4084 9.9295 -0.6454 -0.4553 -0.8175
C 6.5541 6.3861 9.6323 0.2934 0.1180 0.4950
C 6.3050 5.3529 10.5329 -0.3927 0.1252 -0.8197
C 7.0023 5.3304 11.7203 -0.0688 -0.4113 0.7843
C 7.9262 6.3076 12.0221 0.4342 -0.3983 0.0230
H 9.6113 7.4061 8.8503 0.0230 -0.5817 -0.3208
H 11.0359 8.4073 7.1101 0.1825 -0.3521 -0.7555
H 12.2497 10.5187 7.5758 -0.0191 0.0324 0.1356
H 12.0929 11.4549 9.8429 0.9204 1.2770 0.2396
H 10.9669 10.2029 11.7299 -0.2891 0.5572 -1.0095
H 7.6683 8.1799 9.1537 -0.1680 -0.5212 0.8967
H 6.0281 6.3043 8.6938 0.0262 0.5144 -0.2636
H 5.5799 4.5785 10.2371 0.4632 0.3091 0.3889
H 6.8543 4.5167 12.4172 -0.0355 -0.0867 0.0693
H 8.6189 6.2397 12.8701 -0.6760 -0.1278 -0.1080
```
Forces are in eV/Å.

## Properties
Charge: -1
Relative energy (zero: lowest compared OMol25 entry of this formula, charge and spin): 176.4 kJ/mol
Highest occupied orbital energy (alpha / beta): -3.9 / -4.3 eV
Spin multiplicity: 4
HOMO-LUMO gap (alpha / beta): 6.1 / 5.9 eV
Lowest unoccupied orbital energy (alpha / beta): 2.13 / 1.61 eV

Density functional theory data (ωB97M-V/def2-TZVPD) for C2H2O3S in the gas phase at a distorted geometry.

The geometry in XYZ format:
```
8
Properties=species:S:1:pos:R:3:forces:R:3
C -0.8260 -0.6054 -0.0587 -0.3884 5.2928 0.8933
C 0.3411 0.3300 -0.0219 2.6701 3.7056 -1.0700
H -1.6548 1.0217 0.5548 -1.2876 -3.6672 -2.8194
H 2.8562 0.0450 -0.2824 -1.2341 0.3628 0.3437
O -1.9200 0.0382 0.0162 -2.3174 6.6104 2.9879
O -0.8355 -1.7324 -0.1189 1.3996 -7.8256 -0.8627
O 0.3177 1.5766 -0.1288 -0.7855 -3.2422 0.6146
S 1.7213 -0.6737 0.0396 1.9433 -1.2366 -0.0875
```
Forces are in eV/Å.

## Properties
Relative energy (zero: lowest compared OMol25 entry of this formula, charge and spin): 186.4 kJ/mol
Highest occupied orbital energy: -10.4 eV
SMILES string: O=C(O)C(=O)S
HOMO-LUMO gap: 9.7 eV
Lowest unoccupied orbital energy: -0.73 eV

Density functional theory data (ωB97M-V/def2-TZVPD) for C19H23Br39FNO4S as an isolated structure at a distorted geometry.

The geometry in XYZ format:
```
88
Properties=species:S:1:pos:R:3:forces:R:3
N 0.9243 2.4216 -0.0980 0.0266 0.2247 -0.0828
C 1.9312 3.2297 -0.8024 0.0669 -0.5110 0.3092
C 2.7826 2.4347 -1.8175 0.1790 0.4410 0.1379
C 2.2955 2.5242 -3.2767 1.6746 0.8209 -1.4513
C 0.7844 2.4988 -3.5770 3.5828 -3.2016 1.9028
O 0.0815 3.3399 -3.9179 -2.5807 2.4207 -0.8667
O 0.4561 1.1639 -3.3826 -0.9252 -0.0755 -1.0873
C 1.5971 0.3313 -3.6065 1.3159 0.1345 0.7577
C 2.6553 1.3271 -4.2054 -1.8370 -1.1584 1.3107
S 4.3588 0.7963 -4.2835 0.6400 1.7542 -0.9753
O 4.8447 1.1158 -5.5836 -0.6212 -1.2054 -1.1623
O 5.1858 1.3814 -3.2969 -0.3399 -0.8325 1.7443
F 4.2782 -0.7944 -4.1097 -0.0899 0.9565 0.0054
H 0.7172 1.5538 -0.5787 -0.0085 0.1286 0.0359
H 1.2495 2.1923 0.8348 -0.1033 -0.1296 -0.1602
H 1.4448 4.0978 -1.2768 0.2203 -0.2256 -0.0076
H 2.6287 3.6077 -0.0429 -0.4185 0.0235 -0.3265
H 2.9376 1.3981 -1.4772 -0.2708 0.3014 -0.0293
H 3.7886 2.8802 -1.8015 -0.2622 -0.2190 -0.1521
H 2.7924 3.3931 -3.7348 -0.6665 0.1611 0.2240
H 1.9063 -0.0093 -2.6056 0.0644 -0.0704 -0.6785
H 1.4500 -0.5454 -4.2474 -0.6637 0.3884 0.0569
H 2.2966 1.5715 -5.2360 1.0352 -0.6481 1.1022
C 0.3860 -1.1074 2.3422 0.0359 -0.1531 -0.0504
Br -0.7399 -1.9589 3.6533 0.0842 0.1454 -0.1349
Br -0.6499 -0.3693 0.8909 0.0444 -0.1995 0.2116
Br 1.5468 0.2136 3.1427 -0.0780 -0.0550 -0.0922
H 1.0238 -1.8731 1.9188 -0.0120 0.0371 0.0558
C 3.0566 2.2404 -8.5160 0.1318 -0.0813 -0.0855
Br 2.1115 2.8312 -6.9363 -0.2139 0.7246 -1.1010
Br 1.8406 1.6794 -9.9030 0.0768 0.0776 0.1406
Br 4.2954 3.5765 -9.1407 -0.1380 -0.0985 0.0784
H 3.6389 1.3737 -8.2287 -0.0285 0.0710 0.0468
C -4.3840 -1.9472 6.2591 -0.0394 0.0288 0.1771
Br -5.7470 -0.7560 5.6019 0.0373 -0.1440 0.0145
Br -3.8811 -3.2446 4.9212 -0.0282 0.0823 -0.0285
Br -2.8582 -0.9899 6.9447 -0.1201 -0.0955 -0.1227
H -4.8133 -2.4952 7.0879 0.0083 0.0183 -0.0616
C -2.4246 -6.6470 4.2522 -0.0272 0.0373 -0.0050
Br -1.5851 -5.9264 2.6709 -0.0995 -0.0631 0.1293
Br -3.1105 -8.4215 3.9603 0.3593 -0.1315 0.0743
Br -1.2536 -6.5637 5.7814 -0.1015 -0.0133 -0.1419
H -3.2784 -6.0179 4.4734 0.0646 -0.0293 0.0253
C 5.9165 3.3216 1.2703 0.0593 -0.0063 0.0034
Br 6.6893 3.6734 2.9998 -0.0985 0.0028 -0.1091
Br 4.9212 1.6659 1.2509 0.0065 0.1326 0.0301
Br 4.8429 4.8018 0.6546 0.2759 0.0248 0.1374
H 6.7350 3.2097 0.5713 -0.0649 -0.0026 0.0208
C -4.8150 1.5511 0.7189 -0.0108 0.0538 -0.0196
Br -3.0266 2.2539 0.5365 -0.1802 -0.0109 -0.0527
Br -5.2651 0.3425 -0.7159 0.0643 0.0551 0.0934
Br -5.0960 0.7302 2.4441 0.1050 0.0246 -0.1256
H -5.4927 2.3918 0.6508 0.0244 -0.0606 0.0050
C 2.9670 -3.5118 -2.2993 0.0868 -0.0833 -0.0529
Br 1.5486 -4.2282 -3.3923 0.0886 0.0936 0.1110
Br 2.3283 -2.0982 -1.1485 0.0298 -0.2611 0.1936
Br 3.8725 -4.8891 -1.3006 -0.1176 0.1279 -0.0676
H 3.6945 -3.0711 -2.9688 -0.0402 -0.0061 0.0544
C -3.6990 0.5092 -4.6027 0.0311 0.0712 0.0445
Br -5.4134 -0.3645 -4.7865 0.1449 0.0774 0.0753
Br -3.8807 2.3212 -3.9619 0.0410 -0.2240 -0.0392
Br -2.4827 -0.5223 -3.5130 -0.1855 0.0557 -0.0699
H -3.2660 0.5663 -5.5923 -0.0300 -0.0125 0.0557
C -7.2709 -7.7771 2.5156 -0.0733 -0.1208 -0.0553
Br -8.4091 -8.5021 3.8929 0.1301 0.0658 -0.0870
Br -8.2910 -6.9749 1.0898 0.1313 -0.0440 0.1052
Br -5.9771 -6.5432 3.2419 -0.2064 0.1513 -0.0923
H -6.7174 -8.6036 2.0889 -0.0030 0.0630 0.0348
C -8.7322 -4.2861 4.0599 -0.0659 0.0409 -0.0431
Br -8.5178 -2.7001 2.9829 0.0018 -0.1322 0.0993
Br -8.4922 -3.9108 5.9388 -0.0085 -0.0383 -0.1373
Br -10.4131 -5.1674 3.7162 0.0438 0.1925 0.1032
H -7.9476 -4.9740 3.7713 -0.0854 0.0983 0.0482
C -6.4607 1.7763 8.7117 0.0013 -0.0051 -0.0643
Br -5.7722 0.4663 9.9510 -0.0315 0.0928 -0.0969
Br -7.3618 3.2196 9.6209 0.0959 -0.1202 -0.0507
Br -5.0862 2.4230 7.5260 -0.0683 0.0573 0.1522
H -7.1992 1.2754 8.0989 0.0474 0.0121 0.0387
C 6.9877 7.9768 4.6283 -0.0151 -0.0059 -0.0251
Br 5.1601 7.5350 4.2018 0.1360 -0.0040 0.0156
Br 7.7285 6.7616 5.9317 -0.0561 0.0582 -0.1257
Br 8.0838 8.0807 3.0440 -0.0892 -0.0475 0.1187
H 6.9820 8.9611 5.0772 0.0087 -0.0602 -0.0205
C 7.9170 -0.5669 -7.1665 -0.0615 0.0887 0.0361
Br 8.7692 0.1598 -8.7376 -0.0575 -0.0887 0.1269
Br 7.2301 -2.3430 -7.4814 0.0637 0.1263 0.0218
Br 9.0824 -0.5136 -5.6306 -0.0891 -0.0289 -0.1361
H 7.0678 0.0673 -6.9417 0.0463 -0.0401 0.0087
```
Forces are in eV/Å.

## Properties
Highest occupied orbital energy: -9.3 eV
HOMO-LUMO gap: 8.8 eV
Lowest unoccupied orbital energy: -0.49 eV